1.
DFT (wB97M-V/def2-TZVPD) results for a cluster of 2 separate species, C5H9NO in total.

Results
Highest occupied orbital energy (alpha / beta) = -7.6 / -9.7 eV
Energy = -8860.666 eV
Energy above the lowest of the compared OMol25 structures with the same formula, charge and spin = 71.73 kcal per mole
Strongest force on any atom = 3.94 eV Å⁻¹

```
! RIJCOSX wB97M-V def2-TZVPD def2/J DEFGRID3
* xyz 0 3
C 0.335 0.386 -0.286
N -0.203 1.328 0.624
C -1.910 -0.251 -0.290
H 2.887 -1.161 0.606
H -2.135 0.123 -1.329
H -0.191 -1.637 0.078
H -0.379 -1.134 -1.680
H -2.540 -1.123 0.100
C -0.522 -0.811 -0.668
O 0.039 1.652 -0.756
C -1.582 0.894 0.849
H 3.400 -0.313 -0.847
C 3.181 -0.234 0.165
H 3.515 0.475 0.834
H -1.576 0.131 1.670
H -2.319 1.676 0.931
*
```

***

2.
DFT (wB97M-V/def2-TZVPD) results for the ion C5H9NO with charge +1.

Results
Highest occupied orbital energy (alpha / beta) = -13.5 / -13.5 eV
Energy = -8859.598 eV
Energy above the lowest of the compared OMol25 structures with the same formula, charge and spin = 19.67 kcal per mole
Strongest force on any atom = 1.38 eV Å⁻¹

```
! RIJCOSX wB97M-V def2-TZVPD def2/J DEFGRID3
* xyz 1 2
H -0.445 -0.358 -1.561
H -2.328 1.144 -1.120
H -0.088 -0.321 1.421
C 1.375 -1.067 0.030
H 2.245 -1.282 1.843
H -2.269 0.764 0.616
C -0.697 2.052 -0.155
H 1.521 -1.345 -1.010
N 2.396 -1.221 0.842
H 3.123 -1.833 0.484
O -0.442 2.774 -1.077
C 0.080 -0.718 0.425
H -0.121 2.150 0.789
C -1.671 0.906 -0.288
H -1.716 -1.220 -0.636
C -0.962 -0.425 -0.602
*
```

***

3.
DFT (wB97M-V/def2-TZVPD) results for an isolated molecule of C5H9NO2.

Results
Highest occupied orbital energy = -8.1 eV
Energy = -10916.205 eV
SMILES = C/C=C(/N)CC(=O)O
Energy above the lowest of the compared OMol25 structures with the same formula, charge and spin = 8.56 kcal per mole
Strongest force on any atom = 0.63 eV Å⁻¹

```
! RIJCOSX wB97M-V def2-TZVPD def2/J DEFGRID3
* xyz 0 1
N -1.086 -1.000 -1.444
H -0.127 -0.482 1.682
C 0.040 -0.947 0.713
O 1.813 -1.754 -0.618
C -0.576 2.000 0.841
H -1.352 -0.488 -2.273
H 0.437 1.803 1.185
H -0.642 3.043 0.545
H -1.257 1.846 1.680
H -0.309 -1.979 0.722
H -0.445 -1.755 -1.647
C 1.509 -0.910 0.385
H 2.754 -1.683 -0.842
C -0.681 -0.190 -0.383
C -0.937 1.116 -0.313
H -1.473 1.580 -1.130
O 2.331 -0.201 0.896
*
```

***

4.
DFT (wB97M-V/def2-TZVPD) results for an isolated molecule of C5H9NO2.

Results
Highest occupied orbital energy = -8.7 eV
Energy = -10916.104 eV
SMILES = C/C(O)=C(\C)C(N)=O
Energy above the lowest of the compared OMol25 structures with the same formula, charge and spin = 10.87 kcal per mole
Strongest force on any atom = 1.08 eV Å⁻¹

```
! RIJCOSX wB97M-V def2-TZVPD def2/J DEFGRID3
* xyz 0 1
O 2.053 -0.323 -0.357
H 0.680 -0.118 -2.840
H 0.387 1.199 2.070
H 1.476 1.331 -2.195
C -1.750 -0.080 -0.222
H -1.930 -0.089 -1.301
C -0.302 -0.253 0.111
H 2.047 -1.010 0.337
O -0.060 -1.934 1.774
H -2.125 0.863 0.186
H -0.276 1.221 -2.160
C 0.748 -0.014 -0.701
C 0.642 0.636 -2.048
H -2.345 -0.897 0.200
N 0.277 0.237 2.360
H 0.522 -0.020 3.306
C -0.045 -0.750 1.481
*
```

***

5.
DFT (wB97M-V/def2-TZVPD) results for an isolated molecule of C5H9NO2.

Results
Highest occupied orbital energy = -6.8 eV
Energy = -10913.275 eV
SMILES = C[C@H]1C(O)=C(O)N1C
Energy above the lowest of the compared OMol25 structures with the same formula, charge and spin = 76.11 kcal per mole
Strongest force on any atom = 4.49 eV Å⁻¹

```
! RIJCOSX wB97M-V def2-TZVPD def2/J DEFGRID3
* xyz 0 1
O 1.764 2.022 -0.350
H 1.449 -0.287 1.425
H -2.693 -0.089 -0.183
N -0.737 0.043 0.696
C -1.882 -0.713 0.211
H -0.899 2.965 -0.352
H 0.360 -1.642 -1.111
C 0.836 1.102 -0.124
C 1.080 -1.523 -0.298
O -1.359 2.210 0.045
H 0.968 -2.384 0.372
C -0.498 1.234 0.160
H -1.642 -1.392 -0.615
C 0.889 -0.246 0.480
H 2.580 1.597 -0.649
H -2.303 -1.321 1.017
H 2.088 -1.577 -0.724
*
```

***

6.
DFT (wB97M-V/def2-TZVPD) results for a cluster of 2 separate species, C5H9NO2 in total.

Results
Highest occupied orbital energy = -8.7 eV
Energy = -10911.352 eV
Energy above the lowest of the compared OMol25 structures with the same formula, charge and spin = 120.45 kcal per mole
Strongest force on any atom = 3.87 eV Å⁻¹

```
! RIJCOSX wB97M-V def2-TZVPD def2/J DEFGRID3
* xyz 0 1
H 0.029 0.688 -2.356
H -0.087 -1.397 -0.089
H -0.377 2.677 0.061
N 0.957 -0.071 0.962
C 0.878 -2.314 1.865
H -2.726 0.384 -1.230
H 0.574 -3.338 1.711
O -0.416 -0.163 -2.292
C -0.914 -0.308 -0.986
H -1.407 -1.290 -1.035
C 0.608 2.211 0.093
O -1.953 0.605 -0.693
C 0.432 0.749 0.200
H 1.121 2.458 -0.839
C 0.701 -1.413 0.910
H 1.396 -2.083 2.787
H 1.185 2.607 0.930
*
```

***

7.
DFT (wB97M-V/def2-TZVPD) results for a cluster of 2 separate species, C5H9NO2 in total.

Results
Highest occupied orbital energy = -7.8 eV
Energy = -10909.389 eV
Energy above the lowest of the compared OMol25 structures with the same formula, charge and spin = 165.74 kcal per mole
Strongest force on any atom = 4.55 eV Å⁻¹

```
! RIJCOSX wB97M-V def2-TZVPD def2/J DEFGRID3
* xyz 0 1
C 0.285 0.031 0.208
H 1.370 -1.637 -0.523
C 3.015 0.198 0.306
H -0.184 0.988 -0.185
O 3.328 -0.597 -0.524
H 1.722 1.090 1.649
H -4.151 0.302 -0.506
C 0.469 -1.067 -0.878
O -2.585 -0.861 -0.791
H -3.213 1.663 0.887
N -2.575 0.933 0.618
H -0.121 -0.294 1.160
C -3.092 0.118 -0.259
C 1.675 0.418 0.797
H 0.765 -0.564 -1.789
H 3.756 0.843 0.875
H -0.464 -1.564 -1.046
*
```

***

8.
DFT (wB97M-V/def2-TZVPD) results for an isolated molecule of C5H9NO2.

Results
Highest occupied orbital energy = -9.1 eV
Energy = -10913.052 eV
SMILES = C=C(OC)C(=O)CN
Energy above the lowest of the compared OMol25 structures with the same formula, charge and spin = 81.25 kcal per mole
Strongest force on any atom = 4.29 eV Å⁻¹

```
! RIJCOSX wB97M-V def2-TZVPD def2/J DEFGRID3
* xyz 0 1
C 0.977 0.785 0.042
H 1.176 -1.110 -2.807
C -0.469 1.006 0.063
O -1.098 1.852 -0.565
H -3.016 0.797 0.529
N -2.584 -0.113 0.698
C 1.855 0.434 0.963
H 2.877 0.208 0.673
H -2.584 -0.583 -0.207
C 1.118 -0.963 -1.724
H -1.198 0.642 2.080
C -1.218 0.096 1.135
H -0.718 -0.868 1.242
H 1.572 0.281 2.000
H 0.293 -1.564 -1.320
H 2.066 -1.326 -1.311
O 0.950 0.426 -1.491
*
```

***

9.
DFT (wB97M-V/def2-TZVPD) results for an isolated molecule of C5H9NO2.

Results
Highest occupied orbital energy = -9.0 eV
Energy = -10914.594 eV
SMILES = CNCC(=O)C(C)=O
Energy above the lowest of the compared OMol25 structures with the same formula, charge and spin = 45.70 kcal per mole
Strongest force on any atom = 4.19 eV Å⁻¹

```
! RIJCOSX wB97M-V def2-TZVPD def2/J DEFGRID3
* xyz 0 1
H 2.406 0.995 1.198
H 2.654 1.001 -1.257
N 1.915 0.320 0.620
H -3.876 -0.567 -0.010
H 2.155 -0.701 -1.177
H -2.765 -1.262 1.191
H 3.661 -0.189 -0.406
C -1.876 0.193 -0.064
C -2.860 -0.912 0.163
C 0.491 0.732 0.417
H 0.361 1.642 -0.195
C 2.635 0.103 -0.622
O -2.166 1.350 -0.240
H 0.399 0.765 1.576
O -0.119 -1.409 -0.558
H -2.617 -1.746 -0.494
C -0.399 -0.316 -0.141
*
```

***

10.
DFT (wB97M-V/def2-TZVPD) results for an isolated molecule of C5H9NO2.

Results
Highest occupied orbital energy = -9.1 eV
Energy = -10914.463 eV
SMILES = C=CN[C@H](O)C(C)=O
Energy above the lowest of the compared OMol25 structures with the same formula, charge and spin = 48.72 kcal per mole
Strongest force on any atom = 2.82 eV Å⁻¹

```
! RIJCOSX wB97M-V def2-TZVPD def2/J DEFGRID3
* xyz 0 1
C 1.909 -0.923 -0.110
C -1.774 0.479 -0.384
O 0.268 1.635 0.445
H 3.958 -0.432 -0.041
H -2.203 -1.605 -0.145
C -0.089 0.578 -0.393
C -2.478 -0.655 0.319
N 0.419 -0.661 0.061
O -2.402 1.404 -0.883
H 0.217 -0.775 1.053
H -3.562 -0.529 0.241
H 2.082 -1.989 -0.251
H -2.204 -0.657 1.377
H 2.792 0.983 0.160
C 2.931 -0.078 -0.022
H 0.185 0.781 -1.433
H -0.049 2.443 0.007
*
```

***

Among the records above, which one has the lowest energy?
number 3